Computed, not measured: C26H12Br4N2O2RuS2Se3Te as an isolated structure in a non-equilibrium geometry, with ωB97M-V/def2-TZVPD.

Positions of all 53 atoms, in Å:
Ru  0.003  -0.540  -0.153
Br  -3.104  -0.990  6.150
C  -2.386  -0.296  4.539
C  -2.197  1.067  4.375
Br  -2.725  2.274  5.739
C  -1.590  1.553  3.195
Br  -1.284  3.398  2.907
C  -1.151  0.694  2.183
O  -0.431  1.037  1.140
C  -1.468  -0.685  2.315
O  -1.135  -1.402  1.275
C  -2.030  -1.168  3.484
Br  -2.277  -3.040  3.594
Se  -1.316  1.284  -1.077
Se  -1.973  1.073  -3.201
Te  -1.363  -1.942  -3.789
Se  -0.903  -2.303  -1.408
S  3.845  -0.053  5.953
C  2.833  -0.125  7.331
C  1.523  -0.210  6.986
C  1.330  -0.222  5.577
C  2.496  -0.148  4.872
C  2.679  -0.139  3.409
C  1.556  -0.290  2.580
N  1.604  -0.271  1.274
C  2.793  -0.105  0.668
C  3.978  0.022  1.394
C  5.206  0.172  0.660
C  5.213  0.217  -0.688
C  3.994  0.128  -1.451
C  3.954  0.187  -2.851
C  2.749  0.130  -3.505
C  1.586  0.009  -2.716
N  1.598  -0.102  -1.404
C  2.795  -0.033  -0.761
C  2.639  0.162  -4.973
C  1.518  0.082  -5.742
C  1.792  0.107  -7.139
C  3.118  0.209  -7.409
S  4.048  0.280  -5.976
C  3.900  0.009  2.796
H  3.278  -0.099  8.316
H  0.714  -0.269  7.704
H  0.347  -0.278  5.114
H  0.583  -0.433  3.025
H  6.131  0.251  1.223
H  6.147  0.323  -1.231
H  4.880  0.281  -3.412
H  0.612  -0.003  -3.188
H  0.516  0.003  -5.334
H  1.024  0.039  -7.899
H  3.617  0.248  -8.368
H  4.801  0.132  3.388

Values from the calculation:
spin multiplicity: 2
energy: -19917.7780 a.u.
orbital gap (spin up / spin down): 5.361 / 5.088 eV
net charge: -1
LUMO energy (spin up / spin down): 1.16 / 1.12 eV
HOMO (spin up / spin down): -4.20 / -3.97 eV